ORCA calculation (ωB97M-V/def2-TZVPD) on one molecule with the formula C4H5NO.

* HOMO: -8.7408 eV
* total charge: 0
* SMILES: C=C/C=C1/NO1

Atoms and positions in Å:
O (1.363, -1.210, 0.410)
N (2.489, -0.248, 0.343)
C (-1.220, 0.528, -0.223)
C (-1.694, -0.621, 0.262)
C (1.151, 0.077, 0.104)
C (0.188, 0.943, -0.166)
H (-1.887, 1.217, -0.734)
H (2.929, -0.440, -0.568)
H (0.481, 1.967, -0.370)
H (-1.066, -1.324, 0.803)
H (-2.736, -0.890, 0.138)

ORCA calculation (ωB97M-V/def2-TZVPD) on one molecule with the formula C4H6OS.

* HOMO: -8.9494 eV
* total charge: 0
* SMILES: C1O[C@H]1[C@H]1CS1

Atoms and positions in Å:
S (-2.095, -0.667, 0.023)
O (1.674, 0.383, 0.059)
C (0.665, -0.340, 0.700)
C (-0.685, 0.283, 0.732)
C (1.313, -0.820, -0.539)
C (-1.265, 0.870, -0.496)
H (0.906, -0.854, 1.644)
H (-0.738, 0.810, -1.443)
H (0.829, -0.682, -1.499)
H (-1.875, 1.762, -0.393)
H (-0.851, 0.814, 1.660)
H (2.121, -1.560, -0.450)

ORCA calculation (ωB97M-V/def2-TZVPD) on a 29-piece molecular cluster, H58O29 overall.

* HOMO: -9.6597 eV
* total charge: 0

Atoms and positions in Å:
O (-3.770, -0.239, 0.792)
O (4.743, 0.595, 0.882)
O (1.180, 4.464, 1.301)
O (0.996, 3.205, -3.741)
O (-1.043, -0.695, 1.647)
O (2.695, 0.543, -2.868)
O (3.674, -1.853, 0.146)
O (2.180, 2.073, 4.878)
O (2.038, -2.694, -1.827)
O (-3.600, -3.771, -1.913)
O (3.756, 2.581, 2.522)
O (-0.819, 1.569, -2.551)
O (-4.839, -0.896, -1.686)
O (4.630, 2.790, -3.538)
O (-1.112, -4.908, -3.427)
O (-2.516, -2.142, 4.107)
O (-4.346, -3.206, 1.136)
O (1.201, -2.538, 4.308)
O (-0.578, -1.260, -5.561)
O (-0.638, -0.118, 5.199)
O (0.407, 0.491, -0.282)
O (-3.255, 3.306, -2.701)
O (0.926, 0.968, 2.369)
O (-3.593, 2.382, 1.529)
O (-0.761, -2.664, -1.615)
O (-0.502, -3.270, 1.070)
O (5.383, 3.075, -0.206)
O (-2.006, -1.011, -3.147)
O (-1.081, 2.998, 0.438)
H (-0.464, 2.483, -0.081)
H (4.189, -0.149, 0.645)
H (-1.391, 0.445, 5.378)
H (-1.001, -1.253, -4.702)
H (4.181, 1.152, 1.420)
H (2.677, 0.864, -3.770)
H (0.777, 0.772, 0.555)
H (1.035, -1.764, 4.848)
H (-2.654, 2.393, 1.344)
H (-4.495, -3.432, -1.878)
H (-3.037, -2.405, 4.866)
H (-0.203, -0.210, -0.053)
H (1.632, -3.557, -1.746)
H (5.281, 2.219, -3.946)
H (-5.244, -0.040, -1.544)
H (2.136, -0.234, -2.879)
H (-1.248, -4.074, -2.979)
H (-0.675, 0.063, 2.101)
H (-4.675, -0.931, -2.628)
H (1.133, 4.020, -3.258)
H (0.074, -2.209, -1.725)
H (4.321, 2.298, -2.778)
H (-0.198, 2.032, -3.114)
H (-1.575, -1.709, -2.653)
H (2.025, 4.133, 0.996)
H (1.201, 4.338, 2.250)
H (3.471, -2.755, 0.392)
H (3.542, 2.480, 3.450)
H (-2.982, 4.014, -3.286)
H (3.122, -1.683, -0.618)
H (-0.589, 3.780, 0.689)
H (0.113, 0.475, 5.208)
H (-0.612, -3.268, -0.888)
H (-0.279, 0.960, -2.049)
H (-1.130, -3.619, 1.704)
H (-4.190, -1.081, 0.970)
H (-0.890, -0.463, -5.990)
H (5.136, 2.151, -0.212)
H (-4.605, -3.799, 1.841)
H (2.208, 2.927, 5.310)
H (2.709, -2.806, -2.500)
H (-2.502, 2.715, -2.673)
H (2.141, 1.441, 5.596)
H (-1.991, -0.568, 1.698)
H (1.067, 0.181, 2.895)
H (-0.379, -2.357, 1.331)
H (-3.047, -3.004, -1.768)
H (4.022, 3.496, 2.435)
H (-1.662, -0.202, -2.769)
H (-3.533, -3.578, 0.795)
H (5.447, 3.300, 0.722)
H (-3.589, -0.256, -0.148)
H (0.475, -3.129, 4.506)
H (-0.896, -5.524, -2.727)
H (1.371, 1.663, 2.854)
H (0.674, 3.485, -4.598)
H (-1.933, -1.460, 4.441)
H (-3.841, 1.461, 1.459)

ORCA calculation (ωB97M-V/def2-TZVPD) on C38H33Cl3N6O4S3Tc as an isolated structure.

* multiplicity: 4
* HOMO (spin up / spin down): -13.4769 / -13.4509 eV
* total charge: +2

Atoms and positions in Å:
Tc (0.512, -0.693, 1.213)
Cl (-1.563, -7.254, 3.249)
Cl (1.103, -3.033, 1.134)
Cl (-3.302, -2.206, 3.967)
S (-1.935, -1.637, -0.520)
S (2.366, -1.190, -1.329)
S (-0.912, 1.128, 3.801)
O (-1.066, -0.374, -0.182)
O (1.022, -1.576, -1.651)
O (3.361, -2.203, -1.154)
O (-0.961, -1.523, 2.273)
N (1.947, -0.527, 2.699)
N (-1.597, 3.607, 2.904)
N (2.185, -0.337, 0.106)
N (0.256, 1.522, 0.860)
N (-1.469, 4.438, 1.821)
N (-0.443, 2.532, 1.523)
C (-0.533, -0.851, -5.232)
C (-1.109, -2.820, 2.538)
C (-0.293, -5.117, 2.236)
C (4.024, 1.865, -4.179)
C (-1.178, -1.496, -4.189)
C (-4.139, -0.099, 0.230)
C (3.379, -0.136, 0.865)
C (-2.173, -3.319, 3.298)
C (-0.593, 0.530, -5.336)
C (-5.261, -0.014, -0.590)
C (2.998, 2.234, -3.316)
C (-2.682, -1.437, -2.176)
C (4.273, -0.028, 3.141)
C (4.517, 0.568, -4.178)
C (2.978, 0.013, -2.440)
C (-5.868, 1.212, -0.824)
C (-2.300, -4.677, 3.515)
C (-3.653, 1.055, 0.844)
C (5.715, 0.318, 1.252)
C (-0.207, -3.754, 2.054)
C (-3.446, -1.402, 0.467)
C (-0.767, 3.767, 0.974)
C (1.728, -0.677, 3.998)
C (3.206, -0.220, 2.252)
C (-5.361, 2.360, -0.234)
C (4.001, -0.372, -3.297)
C (-1.372, -5.568, 2.981)
C (5.551, 0.253, 2.607)
C (-1.886, -0.762, -3.249)
C (2.742, -0.496, 4.942)
C (-0.991, 2.417, 2.775)
C (-1.293, 1.271, -4.391)
C (-1.937, 0.626, -3.348)
C (-0.358, 4.204, -0.382)
C (-4.261, 2.280, 0.612)
C (2.464, 1.304, -2.442)
C (4.631, 0.121, 0.370)
C (4.002, -0.164, 4.520)
H (-3.087, -1.480, 1.493)
H (-0.111, 1.030, -6.165)
H (-5.838, 3.314, -0.414)
H (6.386, 0.405, 3.278)
H (6.693, 0.521, 0.836)
H (-3.601, -0.880, -2.002)
H (-1.360, 2.347, -4.487)
H (4.801, -0.016, 5.235)
H (4.442, 2.596, -4.857)
H (-2.829, 0.969, 1.546)
H (-4.058, -2.277, 0.238)
H (5.313, 0.288, -4.854)
H (-1.147, -2.577, -4.119)
H (0.726, -0.951, 4.293)
H (4.385, -1.383, -3.268)
H (-3.899, 3.170, 1.111)
H (-2.918, -2.472, -2.433)
H (-0.704, 3.503, -1.146)
H (2.509, -0.625, 5.989)
H (4.803, 0.172, -0.697)
H (1.204, 1.852, 0.675)
H (-3.123, -5.051, 4.108)
H (1.649, 1.569, -1.780)
H (-0.212, 1.369, -0.040)
H (0.002, -1.429, -5.974)
H (-2.521, 1.193, -2.629)
H (-2.109, 3.911, 3.717)
H (0.435, -5.804, 1.828)
H (-6.744, 1.266, -1.456)
H (2.614, 3.245, -3.334)
H (-0.804, 5.175, -0.580)
H (0.727, 4.301, -0.458)
H (-5.676, -0.913, -1.034)

ORCA calculation (ωB97M-V/def2-TZVPD) on an isolated ion of composition C4H6NS and charge +1.

* HOMO: -14.1215 eV
* total charge: +1

Atoms and positions in Å:
S (-2.084, 0.312, 1.001)
N (0.718, -0.226, 0.600)
C (-0.223, -0.425, 1.432)
C (2.112, -0.426, 0.498)
C (1.380, 0.044, -0.677)
C (-3.035, 0.349, -0.339)
H (2.690, 0.378, 0.987)
H (-4.043, 0.771, -0.425)
H (0.989, -0.459, -1.507)
H (1.210, 1.072, -0.866)
H (-2.555, -0.105, -1.202)
H (2.841, -1.285, 0.500)

ORCA calculation (ωB97M-V/def2-TZVPD) on a 6-piece molecular cluster, C32H29Br2N5O10 overall.

* HOMO: -9.3766 eV
* total charge: 0
* SMILES: O=[N+]([O-])c1ccccc1.O=[N+]([O-])c1ccccc1.O=[N+]([O-])c1ccccc1.O=[N+]([O-])c1ccccc1.O=[N+]([O-])c1ccccc1.BrCCBr

Atoms and positions in Å:
Br (0.370, 4.565, -1.427)
Br (0.515, 5.288, 3.167)
O (2.279, 2.460, 3.334)
O (1.651, -2.905, 0.948)
O (2.480, 1.503, -2.278)
O (-3.197, -4.748, -6.152)
O (-3.416, 0.505, -2.033)
O (-1.933, -3.114, -5.616)
O (4.329, 3.100, 3.308)
O (2.042, 3.208, -3.515)
O (1.997, -4.959, 1.529)
O (-1.906, 0.931, -3.505)
N (-2.258, 0.652, -2.385)
N (3.353, 2.634, 3.853)
N (2.010, 2.022, -3.276)
N (-3.020, -3.632, -5.745)
N (1.666, -3.813, 1.751)
C (0.917, -2.265, 3.574)
C (2.849, 1.044, 5.658)
C (0.374, -2.084, 4.851)
C (1.143, 4.908, 1.305)
C (4.604, 2.373, 7.367)
C (0.660, 0.042, -3.734)
C (-0.651, -0.140, 0.868)
C (-0.041, 4.482, 0.456)
C (0.856, -4.626, 3.946)
C (-1.532, -0.179, -0.169)
C (-5.448, -3.355, -5.522)
C (-6.582, -2.685, -5.064)
C (1.319, 1.328, -5.586)
C (-0.061, 1.206, -1.495)
C (0.176, -3.168, 5.711)
C (0.352, -4.452, 5.216)
C (3.558, 2.165, 5.239)
C (-6.363, -1.485, -4.394)
C (0.399, 0.790, 0.816)
C (-4.017, -1.549, -4.852)
C (-1.234, 0.503, -1.330)
C (0.795, 1.378, -0.356)
C (0.486, 0.628, -6.420)
C (3.920, 1.240, 7.804)
C (4.438, 2.811, 6.057)
C (-4.173, -2.836, -5.349)
C (-0.317, -0.370, -5.849)
C (-5.125, -0.867, -4.345)
C (-0.206, -0.722, -4.511)
C (1.365, 1.130, -4.231)
C (3.057, 0.563, 6.947)
C (1.108, -3.546, 3.109)
H (-5.597, -4.296, -6.036)
H (-2.505, -0.652, -0.104)
H (1.552, 2.141, -0.441)
H (-0.248, -2.751, 6.620)
H (0.973, 0.937, 1.726)
H (2.753, -0.407, 7.320)
H (5.184, 3.500, 5.682)
H (-7.492, -3.233, -5.246)
H (1.855, 4.095, 1.423)
H (-7.218, -0.887, -4.093)
H (-0.377, 3.469, 0.654)
H (-4.971, 0.140, -3.994)
H (-3.046, -1.071, -4.852)
H (1.680, 5.759, 0.899)
H (0.238, 1.576, -2.464)
H (-0.897, 5.120, 0.666)
H (0.193, -5.293, 5.877)
H (0.408, 0.907, -7.459)
H (2.043, 0.616, 5.081)
H (-0.899, -0.634, 1.798)
H (-0.883, -1.025, -6.503)
H (5.445, 2.790, 7.904)
H (0.714, -0.138, -2.664)
H (0.213, -1.070, 5.189)
H (2.003, 2.020, -6.075)
H (-0.790, -1.511, -4.066)
H (1.052, -1.317, 3.070)
H (4.008, 0.891, 8.825)
H (1.020, -5.633, 3.587)

ORCA calculation (ωB97M-V/def2-TZVPD) on a 2-piece molecular cluster, C3H12N7 overall.

* multiplicity: 3
* HOMO (spin up / spin down): -8.9286 / -12.1464 eV
* total charge: +1

Atoms and positions in Å:
N (-1.546, -2.786, 2.364)
N (-0.186, 2.405, -3.496)
N (0.584, 0.551, 0.244)
N (-0.171, -0.269, 1.192)
N (0.250, 1.556, -2.523)
N (1.131, 0.697, -2.721)
N (1.645, 0.604, -3.949)
C (-1.485, -2.010, 3.443)
C (0.038, -0.240, 2.466)
C (-0.767, -0.893, 3.465)
H (-2.013, -3.709, 2.462)
H (-0.664, -0.513, 4.436)
H (-0.905, -2.701, 1.570)
H (-0.053, 0.511, -0.658)
H (-0.760, 3.222, -3.154)
H (-2.098, -2.408, 4.249)
H (1.542, 0.251, -0.093)
H (0.448, 2.681, -4.156)
H (0.562, 1.474, 0.517)
H (1.729, 1.462, -4.529)
H (0.673, 0.415, 3.054)
H (2.045, -0.300, -4.182)

ORCA calculation (ωB97M-V/def2-TZVPD) on one molecule with the formula C9H12N4O.

* HOMO: -8.7065 eV
* total charge: 0
* SMILES: CON1[C@H](c2ccccc2)N=NN1C

Atoms and positions in Å:
O (-0.629, -0.428, 2.356)
N (-2.172, 0.075, -0.539)
N (-0.518, 0.225, 1.085)
N (-2.387, 1.045, 0.153)
N (-1.523, 1.325, 1.039)
C (2.248, -1.277, -1.951)
C (-0.247, -0.457, -2.481)
C (-0.967, -0.608, -0.066)
C (-1.462, 2.394, 1.953)
C (0.090, -0.760, -1.124)
C (0.622, -0.561, -3.580)
C (1.415, -1.185, -0.903)
C (1.885, -0.934, -3.271)
C (0.506, -0.246, 3.162)
H (-1.167, -1.631, 0.266)
H (-0.597, 2.227, 2.719)
H (1.078, -1.122, 3.287)
H (-2.447, 2.451, 2.609)
H (2.681, -1.195, -4.081)
H (3.163, -1.667, -1.759)
H (-1.426, 3.358, 1.509)
H (0.235, -0.402, -4.597)
H (-1.327, -0.141, -2.581)
H (1.101, 0.656, 2.676)
H (1.727, -1.490, 0.096)
H (0.116, 0.345, 4.025)

ORCA calculation (ωB97M-V/def2-TZVPD) on one molecule with the formula C5H7NO.

* HOMO (spin up / spin down): -7.9516 / -8.9776 eV
* total charge: 0

Atoms and positions in Å:
O (0.867, 1.006, -0.039)
N (1.265, -0.343, -0.229)
C (0.695, -1.116, 1.946)
C (0.908, -1.199, 0.633)
C (-0.450, 1.248, -0.086)
C (-0.711, 0.106, -2.332)
C (-1.067, 1.067, -1.580)
H (0.666, -2.031, 2.531)
H (-1.929, 1.721, -1.700)
H (0.938, -0.306, 2.510)
H (-0.504, 2.251, 0.241)
H (-0.243, -0.852, -2.328)
H (-1.133, 0.544, 0.485)
H (0.696, -2.096, -0.051)

ORCA calculation (ωB97M-V/def2-TZVPD) on C22H49ErN2P3SSe as an isolated structure.

* multiplicity: 4
* HOMO (spin up / spin down): -14.9924 / -14.9934 eV
* total charge: +3

Atoms and positions in Å:
Er (-0.762, -0.316, -0.192)
Se (2.032, 3.625, -1.518)
S (-2.069, 1.731, 0.957)
P (1.389, -1.332, -1.991)
P (1.810, -0.753, 1.378)
P (-1.672, -2.885, 0.119)
N (-2.382, 1.177, 3.602)
N (-0.765, 2.779, 3.067)
C (-2.767, -0.307, -1.531)
C (-1.542, -0.125, -2.223)
C (2.162, 2.638, -5.607)
C (3.169, -0.883, -2.003)
C (0.313, 3.769, -3.839)
C (1.550, 3.299, -3.355)
C (3.249, 0.299, 1.847)
C (-2.401, -3.947, -1.204)
C (-1.712, 1.888, 2.659)
C (-0.065, 3.552, 2.042)
C (-3.108, -2.523, 1.213)
C (0.955, 3.146, -6.093)
C (2.674, -2.362, 1.624)
C (-3.662, 0.525, 3.300)
C (0.954, -0.643, 2.999)
C (-0.915, 3.462, 4.363)
C (1.498, -3.172, -1.922)
C (-0.700, -4.071, 1.128)
C (0.014, 3.725, -5.213)
C (-1.748, 0.778, 4.870)
C (2.475, 2.728, -4.255)
C (1.064, -1.153, -3.800)
H (-2.055, 1.447, 5.688)
H (1.368, -0.156, -4.141)
H (1.644, -1.916, -4.337)
H (-3.286, -1.285, -1.676)
H (-2.105, -0.224, 5.124)
H (0.517, 2.899, 1.371)
H (-1.961, 3.465, 4.694)
H (-0.919, 4.137, -5.591)
H (3.088, 2.602, -1.505)
H (3.403, 2.292, -3.866)
H (1.899, -3.496, -0.952)
H (3.350, -2.574, 0.787)
H (-3.797, -3.381, 1.235)
H (3.276, -2.306, 2.543)
H (-3.663, -1.646, 0.840)
H (-1.263, -4.992, 1.341)
H (1.609, -1.006, 3.801)
H (0.703, 0.406, 3.193)
H (-0.655, 0.741, 4.785)
H (3.607, -0.995, -1.000)
H (0.043, -1.252, 2.997)
H (-0.427, -3.601, 2.084)
H (-0.268, 3.006, 5.128)
H (-4.412, 0.829, 4.046)
H (2.171, -3.500, -2.728)
H (3.253, 0.160, -2.338)
H (-0.428, 4.157, -3.151)
H (-2.773, -2.312, 2.241)
H (0.622, 4.234, 2.559)
H (-3.555, -0.567, 3.341)
H (0.507, -3.622, -2.078)
H (-0.575, 4.493, 4.227)
H (-0.781, 4.142, 1.441)
H (-1.624, -4.593, -1.642)
H (0.007, -1.303, -4.056)
H (1.959, -3.185, 1.727)
H (-1.056, -0.973, -2.743)
H (3.760, -0.140, 2.719)
H (-3.221, -4.565, -0.805)
H (0.738, 3.126, -7.161)
H (-3.468, 0.493, -1.207)
H (-1.073, 0.907, -2.350)
H (3.681, -1.545, -2.721)
H (-2.808, -3.329, -2.017)
H (2.900, 1.308, 2.100)
H (2.847, 2.127, -6.286)
H (0.225, -4.340, 0.599)
H (-3.999, 0.825, 2.306)
H (3.958, 0.359, 1.016)

| no. | strongest force on any atom (eV/A) | molar mass (g/mol) |
| --- | --- | --- |
| 1 | 1.07 | 83.1 |
| 2 | 2.04 | 102.2 |
| 3 | 1.39 | 522.4 |
| 4 | 1.15 | 938.3 |
| 5 | 4.32 | 100.2 |
| 6 | 2.51 | 803.4 |
| 7 | 4.63 | 146.2 |
| 8 | 5.32 | 192.2 |
| 9 | 5.99 | 97.1 |
| 10 | 6.51 | 712.9 |